The following is a quantum chemistry calculation of a structure of composition CCl2Na4O11, from the OMol25 dataset.

```
18
Properties=species:S:1:pos:R:3
Na 4.17279 -2.00876 -3.40175
Na -4.54710 1.66440 2.93979
O -0.46993 -6.31398 4.89541
O 3.63436 5.82513 -4.35451
O 3.53259 6.43520 -2.24132
O -0.58217 -2.14614 -0.28861
Na -6.83540 -1.81353 -1.18627
O -1.99988 -0.84437 -1.38538
C -1.23814 -5.80324 4.11724
O -1.26633 -6.52951 3.06601
O 3.42366 4.18539 -2.83145
O -2.20879 -5.26361 4.61846
O 1.57342 5.74194 -3.25867
Cl 3.01437 5.44911 -3.15397
O 0.25159 -0.51857 -1.59702
Cl -0.81027 -0.79797 -0.70325
O -0.87268 0.10564 0.43040
Na 1.22783 2.63287 4.33487
```

The total energy is -2434.3949 Eh. The value obtained for the HOMO-LUMO gap is 1.3 eV.

The following is a quantum chemistry calculation of the ion C6H10N4 with charge +2, from the OMol25 dataset.

```
20
Properties=species:S:1:pos:R:3
C 0.58070 0.61227 -0.21020
H -1.58186 0.82547 1.56434
C -2.33555 -1.40857 -0.68019
H 1.26856 -2.93787 1.11841
N 1.25978 -2.06515 0.72820
H 1.37434 2.23424 -1.28598
N -0.64451 -0.10001 -0.16312
H -0.33327 2.27115 -0.92868
H -0.36215 -1.67868 -1.51050
H -3.65716 -0.82851 0.86139
C -1.01830 -1.08814 -0.98893
H 2.46072 0.84787 -0.11466
H -3.04155 -2.19651 -1.14454
C 2.13793 -1.25693 0.53542
H 0.83619 2.75961 0.32027
C 0.56588 2.01483 -0.47676
N 1.73766 0.03320 0.02839
N -2.72122 -0.61806 0.37148
H 3.21469 -1.29318 0.89907
C -1.63250 0.12111 0.70280
```

The charge is +2. The total energy is -452.9458 Eh. The value obtained for the HOMO-LUMO gap is 8.4 eV. The structure (SMILES) is [H]/N=C/[NH+]=C(/C)n1cc[nH+]c1.

The following is a quantum chemistry calculation of a structure of composition C8H22OPPd, from the OMol25 dataset.

```
33
Properties=species:S:1:pos:R:3
H -0.29571 2.22738 -0.08482
H 1.95852 0.40400 -2.01575
P 1.90179 -0.96381 -1.48727
H -0.53618 3.86366 2.29540
H 2.01444 -2.33762 -1.02038
H -0.25111 0.18609 -0.98086
C -0.07703 2.95149 1.93752
H 3.34582 0.57101 -0.11524
H -2.15148 -1.14182 -1.38931
C -2.01279 -1.59216 -0.40865
H 3.10223 -0.95997 0.73680
H 3.15547 -1.33293 -2.48573
H -2.71665 1.05846 -0.33115
H -2.44256 -2.58772 -0.46370
H -2.58106 -1.25004 1.65478
C 3.26997 -0.50435 -0.23502
H 0.92301 3.17681 1.59014
C -2.59269 0.66273 0.67822
C -0.52332 -1.78528 -0.12724
H -3.82934 -0.99055 0.48725
H 1.10718 -1.39432 -2.62092
C -2.76832 -0.83325 0.66998
H -3.37804 1.09932 1.29450
H -0.37339 -2.10409 0.89849
O -1.33332 1.02833 1.22462
H -0.18951 -2.61728 -0.74251
C -0.89547 2.31827 0.82259
C 0.32307 -0.56632 -0.45999
H 4.21938 -0.93787 -0.59702
Pd 4.69869 -0.76047 -2.50849
H -1.74574 2.94390 0.56523
H 0.71279 -0.10309 0.44000
H -0.03866 2.27151 2.77852
```

The charge is +1. The total energy is -861.9503 Eh. The value obtained for the HOMO-LUMO gap is 5.0 eV.

The following is a quantum chemistry calculation of a structure of composition C9H6F6N3O6S2, from the OMol25 dataset.

```
32
Properties=species:S:1:pos:R:3
C -3.56195 -2.95001 -1.75937
H -4.43889 -1.27362 -0.52223
O 3.62061 2.10035 3.02400
C 2.52942 0.56278 1.22184
C -0.78323 -0.67066 -1.29869
O 3.73569 5.21485 1.73725
O 5.03975 1.27867 1.20328
F 2.74718 4.40025 -1.80901
C -4.69433 -3.92332 1.33143
C -4.29802 -3.11231 0.54307
C -1.63840 -3.09015 -0.40811
F 2.53268 0.23582 -0.06814
H -4.99893 -4.81540 1.82194
O 5.17828 4.40342 -0.06953
H -3.77808 -2.41214 -2.67721
C 2.73621 5.09350 -0.66669
C -2.36345 -1.79757 -0.00875
H -2.33135 -1.57268 1.05241
S 3.78809 1.84777 1.61894
H -4.21916 -3.81640 -1.71133
F 3.09859 6.35209 -0.94511
F 2.78034 -0.54251 1.93394
N 0.27852 -0.63524 -1.73963
N 3.20218 2.96409 0.66167
O -0.81004 -3.68604 0.21298
C -3.79718 -2.14384 -0.43762
O -1.95113 -0.61416 -0.73417
S 3.89524 4.38236 0.57671
H -2.09009 -4.43948 -1.76621
N -2.17952 -3.43848 -1.64399
F 1.47798 5.12010 -0.21256
F 1.29297 0.97794 1.53888
```

The charge is -1. The total energy is -2357.8084 Eh. The value obtained for the HOMO-LUMO gap is 8.0 eV.

The following is a quantum chemistry calculation of an isolated molecule of C2H2ClFO2, from the OMol25 dataset.

```
8
Properties=species:S:1:pos:R:3
O -2.41903 0.48602 -1.00378
F -0.16270 -1.51681 0.65738
H 0.78471 0.21308 -1.21156
O 0.79235 0.56746 -0.27592
Cl -1.53184 -1.92451 -1.72713
C -0.54001 -0.36793 0.28987
C -1.62796 -0.36031 -0.74062
H -0.87477 0.33586 1.07706
```

The total energy is -787.8934 Eh. The value obtained for the HOMO-LUMO gap is 11.0 eV. The structure (SMILES) is O=C(Cl)[C@H](O)F.

The following is a quantum chemistry calculation of a structure of composition C2H4N2O2S, from the OMol25 dataset.

```
11
Properties=species:S:1:pos:R:3
H -1.30330 -0.12341 1.50420
O 0.50104 0.40840 -1.38982
S -0.60377 -2.71410 -1.03689
H 1.08823 -2.36369 -1.24889
H -0.38192 1.61307 1.76303
C -0.88340 -0.50517 0.52175
N -1.33503 -1.54543 0.02087
C 0.45405 1.40781 0.88291
H 0.94041 1.20712 -1.69376
N 0.34131 0.32912 0.11646
O 1.18238 2.28629 0.56014
```

The total energy is -736.6039 Eh. The value obtained for the HOMO-LUMO gap is 9.0 eV.

The following is a quantum chemistry calculation of a structure of composition B5F20Li, from the OMol25 dataset.

```
26
Properties=species:S:1:pos:R:3
B 7.30520 -11.91853 -2.44375
F 9.47336 -15.49768 -5.28906
Li 9.33557 -11.70517 -4.92766
F 7.82462 -9.28507 -5.89314
F 7.79511 -11.21100 -1.33134
B 9.67851 -14.22100 -5.87153
F 8.54445 -13.41341 -5.72678
F 7.61530 -13.27862 -2.33046
F 7.87685 -11.38231 -3.63090
F 9.39239 -11.08516 -6.92017
B 11.38837 -12.25434 -2.06615
B 6.47647 -9.34588 -6.29193
F 6.38163 -9.23404 -7.70969
F 11.29132 -11.15961 -8.18082
F 11.42186 -10.56790 -5.96374
F 9.92713 -14.37602 -7.25339
F 10.49165 -9.08712 -7.42542
F 5.74428 -8.24663 -5.74029
B 10.65014 -10.45731 -7.12740
F 12.82962 -12.07575 -2.06452
F 5.89419 -11.76055 -2.46474
F 10.85835 -11.63628 -0.93253
F 11.17818 -13.64439 -2.02823
F 5.89218 -10.54788 -5.89787
F 10.72063 -13.56614 -5.20311
F 10.90010 -11.70558 -3.26722
```

The charge is -4. The total energy is -2130.2438 Eh. The value obtained for the HOMO-LUMO gap is 9.9 eV.

The following is a quantum chemistry calculation of an isolated molecule of C18H30O, from the OMol25 dataset.

```
49
Properties=species:S:1:pos:R:3
H 3.77637 -0.11136 1.75644
H 0.48086 -4.37500 2.58295
C -1.13942 2.44693 0.22388
H -2.46069 2.13711 -3.00522
C -0.20431 0.01357 0.08962
H -0.46264 3.72224 -2.06730
H -1.94423 -0.05318 -2.14251
H -0.24214 4.95696 -0.77365
H 0.75148 1.17373 1.67523
H 2.73657 -1.83887 0.11991
H 0.95321 -1.00924 2.42933
H -0.15399 1.52749 -1.47373
H 3.21490 -1.07787 3.11275
C 1.03158 0.43362 0.89259
C 0.09546 -1.21248 -0.81634
H -4.02013 1.53517 -2.35597
O -4.24291 3.44364 -0.90651
H 2.86635 -3.91661 1.10210
C -2.17374 0.73298 -1.37567
H -2.29947 4.25152 0.35446
C 0.80685 -4.12207 1.58003
C -3.12453 3.00705 -1.14117
H 0.92214 -3.13796 -0.84195
C 2.90710 -0.30783 2.40460
C 0.67775 -2.40071 -0.07720
H -2.79466 0.25248 -0.61124
H 1.87196 -0.30543 -1.68038
C 1.63767 -0.74823 1.63994
H 1.76040 0.96894 0.24448
H 0.87718 -5.04266 1.00089
H 2.68398 0.58917 2.94365
H 0.49202 -0.15543 -2.73617
C -0.18445 -3.22117 0.87387
H -0.85998 -1.59148 -1.24443
C -2.97065 1.84827 -2.07810
H -1.66079 5.07977 -1.90746
H 2.40360 -3.12920 2.60199
C -0.84026 1.20892 -0.69168
C 1.88370 -2.04724 0.77590
H -0.91914 -3.82697 0.29235
H 1.31689 -1.68643 -2.59125
H -1.70747 2.08618 1.10692
C 0.96719 -0.81487 -2.02669
C -1.90678 3.59330 -0.40548
C 2.10007 -3.33761 1.57461
H -0.73025 -2.58566 1.54614
C -1.00463 4.41218 -1.34798
H -0.21064 2.91733 0.55945
H -0.95739 -0.28297 0.81401
```

The total energy is -779.1216 Eh. The value obtained for the HOMO-LUMO gap is 9.9 eV. The structure (SMILES) is C[C@@H]1[C@H]([C@H]2CCC(=O)[C@H](C)C2)C[C@H](C)[C@H]2CCC[C@@H]12.

Please write out number 8 again, unchanged.
The following is a quantum chemistry calculation of an isolated molecule of C18H30O, from the OMol25 dataset.

```
49
Properties=species:S:1:pos:R:3
H 3.77637 -0.11136 1.75644
H 0.48086 -4.37500 2.58295
C -1.13942 2.44693 0.22388
H -2.46069 2.13711 -3.00522
C -0.20431 0.01357 0.08962
H -0.46264 3.72224 -2.06730
H -1.94423 -0.05318 -2.14251
H -0.24214 4.95696 -0.77365
H 0.75148 1.17373 1.67523
H 2.73657 -1.83887 0.11991
H 0.95321 -1.00924 2.42933
H -0.15399 1.52749 -1.47373
H 3.21490 -1.07787 3.11275
C 1.03158 0.43362 0.89259
C 0.09546 -1.21248 -0.81634
H -4.02013 1.53517 -2.35597
O -4.24291 3.44364 -0.90651
H 2.86635 -3.91661 1.10210
C -2.17374 0.73298 -1.37567
H -2.29947 4.25152 0.35446
C 0.80685 -4.12207 1.58003
C -3.12453 3.00705 -1.14117
H 0.92214 -3.13796 -0.84195
C 2.90710 -0.30783 2.40460
C 0.67775 -2.40071 -0.07720
H -2.79466 0.25248 -0.61124
H 1.87196 -0.30543 -1.68038
C 1.63767 -0.74823 1.63994
H 1.76040 0.96894 0.24448
H 0.87718 -5.04266 1.00089
H 2.68398 0.58917 2.94365
H 0.49202 -0.15543 -2.73617
C -0.18445 -3.22117 0.87387
H -0.85998 -1.59148 -1.24443
C -2.97065 1.84827 -2.07810
H -1.66079 5.07977 -1.90746
H 2.40360 -3.12920 2.60199
C -0.84026 1.20892 -0.69168
C 1.88370 -2.04724 0.77590
H -0.91914 -3.82697 0.29235
H 1.31689 -1.68643 -2.59125
H -1.70747 2.08618 1.10692
C 0.96719 -0.81487 -2.02669
C -1.90678 3.59330 -0.40548
C 2.10007 -3.33761 1.57461
H -0.73025 -2.58566 1.54614
C -1.00463 4.41218 -1.34798
H -0.21064 2.91733 0.55945
H -0.95739 -0.28297 0.81401
```

The total energy is -779.1216 Eh. The value obtained for the HOMO-LUMO gap is 9.9 eV. The structure (SMILES) is C[C@@H]1[C@H]([C@H]2CCC(=O)[C@H](C)C2)C[C@H](C)[C@H]2CCC[C@@H]12.

Q: What is the total energy in the first record?
A: -2434.3949 Eh